# C3H14N2O4

4 unconnected molecules or ions with the total composition C3H14N2O4 (ωB97M-V/def2-TZVPD, OMol25).

Geometry as XYZ:
```
23
Properties=species:S:1:pos:R:3:forces:R:3
O -1.22514 -0.32458 3.55098 -0.07 0.84 0.22
C -0.58151 -0.16483 2.55079 -0.05 -1.45 -0.54
C 0.07663 -1.39222 1.91244 1.14 0.71 -0.01
N 1.12994 -1.03297 0.96188 -0.19 0.37 0.22
C 1.32759 -1.84191 -0.23601 0.05 1.00 -0.30
N 0.63059 -1.34402 -1.40842 0.19 -0.66 -0.51
H -0.53999 0.77644 1.95765 0.03 0.00 0.37
H -0.76785 -1.95685 1.50087 0.16 -0.27 -0.04
H 0.62380 -1.91362 2.69967 -0.85 -0.44 0.26
H 0.99768 -0.06360 0.70509 0.16 0.02 -0.32
H 2.38459 -1.82884 -0.51227 0.08 0.00 0.28
H 1.08567 -2.87317 0.00683 -0.27 -0.09 -0.22
H 0.80114 -0.36375 -1.61761 0.01 -0.28 0.45
H -0.36071 -1.49535 -1.42795 -0.29 0.03 0.40
H -1.07090 3.07709 1.73367 0.17 0.10 0.45
H -1.95982 3.13735 0.53619 -0.52 0.08 -0.39
O -1.11699 2.79804 0.82153 0.45 -0.12 -0.13
H 1.18273 2.00414 -2.24499 0.76 -0.09 -0.88
H 0.45730 2.45450 -1.05703 -0.85 -0.58 -0.33
O 0.33386 1.87514 -1.84288 0.33 0.97 1.26
H -1.04627 0.91857 -2.78383 -0.66 -0.41 0.46
H -0.84609 -0.50656 -3.09680 -0.10 -0.51 -0.20
O -1.51626 0.06100 -2.70977 0.32 0.76 -0.53
```
Forces are in eV/Å.

Computed properties:
SMILES = NCNCC=O.O.O.O
LUMO = 0.21 eV
highest occupied orbital energy = -8.55 eV
energy relative to the best compared isomer or geometry (same formula, charge and spin) = 2.036 eV
gap between HOMO and LUMO = 8.8 eV
M = 142.2 g mol⁻¹